Entry from OMol25: a 2-piece molecular cluster, C5H9NO overall (ωB97M-V/def2-TZVPD).

The geometry in XYZ format:
```
16
Properties=species:S:1:pos:R:3
C -0.513 1.904 0.023
C 0.231 0.869 0.364
N 1.140 0.320 1.277
C 0.566 -0.522 0.190
C -0.513 -1.495 0.574
C -1.496 -1.664 -0.564
O -1.397 -1.112 -1.634
H -1.217 1.786 -0.794
H -0.422 2.868 0.511
H 1.575 1.728 -1.167
H 2.265 1.450 -1.219
H 2.115 0.565 1.102
H 1.232 -0.810 -0.625
H -1.067 -1.072 1.424
H -0.145 -2.478 0.894
H -2.355 -2.336 -0.354
```

Output
Frontier orbital gap, hartree: 0.3776
HOMO energy, eV: -9.195
ΔE to the lowest compared entry with this formula, charge and spin, kcal/mol: 94.7
Multiplicity: 1
Lowest unoccupied orbital energy, eV: 1.1
SMILES string: C=C1N[C@H]1CC=O.[H][H]